[1]
DFT (ωB97M-V with the def2-TZVPD basis set) results for C32H53NO2PdSi4 as an isolated structure.

Each line ends with the Mulliken charge.
CARTESIAN COORDINATES (ANGSTROEM)
H: -1.97898 -1.70217 -4.19142  0.2518
C: 4.67961 0.93147 1.75659  -0.5216
C: 3.06701 0.63159 -2.10177  -0.9083
C: 0.24764 -0.62425 5.28172  -1.8339
H: -0.15755 -6.14061 1.27112  0.4473
C: -0.96572 3.85728 3.70845  -0.7144
H: -1.97153 0.85083 1.53134  0.3213
H: 0.84714 -4.72506 0.95622  0.2954
H: -1.50383 -2.41563 4.21957  0.5251
C: 1.12892 -0.92145 -4.93413  -1.0640
C: 3.34466 0.55585 1.69726  -0.0941
Si: 1.45361 1.58435 -2.25260  0.1209
H: -4.53709 0.64716 -3.70917  0.4548
C: -1.23861 -2.21412 -3.57264  -1.0532
Si: 0.69729 0.16814 2.56604  -1.0703
C: -4.62452 -1.26507 -0.92313  -1.3678
H: -0.43782 -4.63796 2.16938  0.1742
C: -0.10099 2.77869 3.57209  -0.3097
H: 1.81774 2.05792 -4.68323  0.2881
Si: 0.31022 -1.19116 -3.25705  0.8779
H: 1.39729 -2.04113 -1.15171  -0.2952
H: -1.74142 0.43697 -5.41992  0.3352
H: -1.06182 3.79321 -2.67768  0.3381
H: 0.89587 -3.14469 4.38829  0.4795
H: 0.76725 3.29406 -3.98612  0.2823
H: -0.82242 1.94636 -5.41762  0.3552
C: 1.47270 -2.25951 -2.22024  -0.6971
O: 0.49837 -0.46566 1.09120  -0.1111
C: -1.20030 -1.63004 3.51666  -1.4774
H: -2.79115 3.44049 -2.66940  0.4294
H: 1.25846 -0.35748 5.59595  0.2895
H: -2.15711 -4.91730 0.38352  0.3502
C: 4.36428 1.62943 4.02918  -0.9232
H: 0.85977 2.81905 4.07235  0.2223
C: 0.22023 -1.15141 3.84669  2.4320
H: -1.25879 -2.03743 2.50456  0.0063
H: 3.87842 1.34362 -1.92743  0.4281
Si: -1.52144 1.36187 -3.10737  -0.8493
H: -0.94326 -3.12566 -4.10066  0.5139
C: -0.16781 -5.05200 1.19735  -1.1029
C: -1.67351 1.69410 2.14672  0.0701
C: 5.19269 1.47194 2.92616  -0.5723
H: -3.49954 2.75335 1.75989  0.4560
C: 2.48854 0.70879 2.78864  0.9081
H: 2.94462 0.12655 0.78883  -0.0027
H: 1.20199 -2.72228 2.69550  0.1861
C: -0.06042 0.46423 -2.43207  0.4837
H: 2.51599 -2.11068 -2.50157  0.4291
H: 1.37914 -1.89419 -5.36737  0.4120
H: 3.05337 -0.06899 -1.26746  0.0634
C: 3.03097 1.25063 3.95820  -0.3801
H: -1.78683 2.99757 -1.27963  0.1013
H: 0.47528 -0.40404 -5.63812  0.2759
H: 0.95021 2.15323 0.13236  -0.3181
C: 1.18961 -2.33011 3.71523  -1.7868
C: -2.54506 2.76620 2.27289  -0.8670
H: 1.23074 -3.31481 -2.37235  0.4214
H: 4.75865 2.04715 4.94739  0.4000
C: -0.43050 1.67170 2.78768  0.7017
H: 3.30901 0.06657 -3.00341  0.3630
H: -0.11065 -1.39736 5.97159  0.4873
H: -6.10588 -0.78334 -2.40379  0.4346
H: -0.29623 -2.83648 0.09135  -0.2938
H: -1.92709 -0.81679 3.60155  0.2817
H: -1.71653 -2.51014 -2.63656  0.0598
C: -1.14409 -4.59854 0.13176  -0.2898
Pd: -0.58938 -0.12000 -0.56060  1.3006
C: -4.20945 0.14823 -2.80604  -0.9241
C: 1.63374 2.65985 -3.79082  -1.1310
C: -2.19065 3.85478 3.05756  -0.6110
H: 2.49499 3.31957 -3.65214  0.3912
C: -1.67680 1.43071 -4.97515  -1.1134
O: -1.19698 -3.17984 0.01781  0.0826
C: -5.08268 -0.64749 -2.07830  -0.3084
H: -0.67874 4.70485 4.31869  0.4152
C: -3.30900 -1.07502 -0.54059  -0.1479
H: -2.88752 -1.55227 0.33409  0.4376
H: -0.39278 0.25295 5.40645  0.3102
H: 0.61432 3.52892 -0.91432  0.3802
N: -2.48011 -0.31535 -1.25536  0.6347
H: 2.05411 -0.34740 -4.85941  0.3014
H: -2.57632 1.98704 -5.25446  0.4359
H: 6.23293 1.76779 2.98063  0.3795
H: -2.86435 4.69630 3.16021  0.3837
C: -1.81039 3.06187 -2.37029  -1.0309
H: -5.26724 -1.89258 -0.32257  0.4830
H: 2.41041 1.38499 4.83684  0.2183
H: 2.28209 3.11507 -0.49775  0.4544
C: -2.90008 0.30676 -2.37613  0.3017
H: -0.89131 -5.04235 -0.83821  0.2674
H: 2.21187 -2.03876 3.96951  0.3546
C: 1.30203 2.69868 -0.74663  -0.5615
H: 5.31847 0.79987 0.89133  0.4468

Results
Energy above the lowest of the compared OMol25 structures with the same formula, charge and spin = 0.0 kJ/mol
Frontier orbital gap (spin up / spin down) = 8.2 / 8.2 eV
LUMO (spin up / spin down) = -0.32 / -0.32 eV
Calculated total energy = -74624.700 eV

=====

[2]
DFT (ωB97M-V with the def2-TZVPD basis set) results for CH6N3 as an isolated structure in a non-equilibrium geometry.

Each line ends with the Mulliken charge.
CARTESIAN COORDINATES (ANGSTROEM)
H: 2.31242 1.19798 -0.64493  -0.0065
H: -2.66086 1.20925 0.03488  0.2944
H: 2.88212 0.68721 -0.35820  0.0256
C: -1.15543 -0.04329 -0.12662  0.3232
N: 1.07299 -0.89772 0.14754  -0.6987
N: -2.35323 0.26064 -0.01855  -0.3391
H: -2.96187 -0.27306 0.56953  0.2893
N: -0.09934 -0.46969 0.16687  0.5079
H: 1.44689 -1.10435 -0.74840  0.2864
H: 1.51631 -0.56698 0.97788  0.3174

Results
Total charge = +1
Energy above the lowest of the compared OMol25 structures with the same formula, charge and spin = 475.8 kJ/mol
Frontier orbital gap = 11.1 eV
LUMO = -4.22 eV
Calculated total energy = -5594.013 eV

=====

[3]
DFT (ωB97M-V with the def2-TZVPD basis set) results for C3H5O4Y as an isolated structure in a non-equilibrium geometry.

Each line ends with the Mulliken charge.
CARTESIAN COORDINATES (ANGSTROEM)
C: -0.62116 -0.26050 -2.05770  0.7784
O: -1.62330 -0.66388 2.45344  -0.5946
C: 1.41749 -0.01570 -0.62301  0.1870
O: 0.09347 -0.38869 -0.81118  -0.3536
H: 1.15900 1.44932 0.90093  0.1109
H: 2.75344 1.49139 -0.07033  0.2480
H: -2.28347 -0.78722 3.14553  0.3889
C: 1.78138 1.03530 0.10954  -0.5585
Y: -2.01801 -0.52880 0.29569  2.0217
H: 2.01963 -0.38640 -1.45364  0.3291
O: -0.14000 0.40694 -2.93887  -0.3504
O: -1.81697 -0.59219 -1.80945  -0.6119
H: -0.72151 -0.75956 2.85905  0.4050

Results
Total charge = +2
Energy above the lowest of the compared OMol25 structures with the same formula, charge and spin = 0.0 kJ/mol
Frontier orbital gap = 6.5 eV
LUMO = -10.98 eV
Calculated total energy = -12406.474 eV

=====

[4]
DFT (ωB97M-V with the def2-TZVPD basis set) results for C54H28F4IN9O5Ti as an isolated structure in a non-equilibrium geometry.

Each line ends with the Mulliken charge.
CARTESIAN COORDINATES (ANGSTROEM)
N: 5.98938 -5.94118 -4.93008  -0.7730
H: -0.51065 1.73512 5.91157  0.3138
H: -4.45265 1.20926 -1.09777  0.4864
C: -3.33949 1.72626 1.99799  -0.1448
C: -0.04883 1.61572 -2.58374  1.1297
N: 1.15121 0.62261 -0.75038  1.5537
H: -3.24424 -0.80456 0.94985  0.7420
C: -0.99424 2.23863 -1.75386  0.3640
O: 1.41959 0.09915 1.64820  0.0559
C: -4.44589 0.69626 1.89569  -0.0486
N: -0.68895 -1.18865 0.28807  0.4233
F: 3.23951 -4.83013 -0.06385  -0.4711
C: 3.85302 -4.51615 -4.86014  0.0749
C: -4.30441 0.75626 -5.66929  -0.0961
H: 4.42983 -1.42404 -0.46032  0.3441
H: 2.36688 4.77566 4.53870  0.3767
F: 4.51972 -5.48289 -2.22986  -0.3758
H: -5.21240 1.84255 -3.38980  0.4648
Ti: -0.32630 0.87834 0.91023  -1.8652
F: 0.25785 -2.19123 -2.60237  0.1295
H: 0.67535 1.36361 -4.58266  0.4937
C: -2.93661 -0.56486 -4.10398  -0.4765
N: 0.46560 2.50002 2.04728  1.2543
C: -6.74766 0.10405 2.31451  -0.3971
H: 0.98587 2.90341 5.33800  0.3972
F: 1.45894 -2.90089 -4.78340  -0.3876
C: 0.07197 -2.07083 0.10951  0.3100
C: -1.31463 -0.20848 5.60569  -0.9704
N: 1.86289 -2.96518 2.45558  -0.9959
C: -5.70973 1.01948 2.37884  -1.0434
H: 6.09716 -3.54706 2.88641  0.3831
H: 2.29398 4.88011 -1.35667  0.5255
H: -5.07672 -2.45706 0.82653  0.4660
C: 2.91387 5.58400 0.59329  -0.7556
C: -6.50287 -1.14311 1.75554  -0.1142
H: -5.85636 2.00261 2.80609  0.4636
C: 0.37028 2.28835 3.35525  1.6619
H: -2.51182 4.17814 -4.08377  0.4248
C: 1.26630 3.52039 1.57474  -0.0850
C: -4.04660 0.71453 -1.97384  -0.3256
H: -0.91820 2.98681 -5.56687  0.4382
H: -1.49787 -1.83411 2.62962  0.3578
C: -1.82632 3.45081 -3.66553  -0.6799
H: 6.26662 -2.67015 0.56699  0.4400
C: 4.19094 -2.78048 3.25866  -1.6088
C: -0.04072 1.88236 -3.95601  -0.8394
C: 3.47685 -4.63863 -2.37500  0.3847
C: -5.25363 -1.48572 1.26732  -0.9533
C: 3.49378 -4.02288 -6.13389  0.1324
H: -1.83678 -1.58675 -2.56390  0.4960
N: 3.25557 -3.64564 -7.20215  -0.7809
C: 5.35029 -2.49322 1.11481  -0.4711
C: 1.32051 -3.02606 -2.47227  -0.2019
C: 3.12195 -4.18936 -3.65534  0.5329
C: -1.86585 3.18396 -2.31121  -0.6974
C: 1.83078 4.13993 3.84304  -1.3276
C: 1.08846 -2.97915 0.05224  -1.0327
H: -2.01733 -2.14860 5.01183  0.4294
C: -1.57387 -1.21754 4.67874  -1.1291
O: 2.67500 -1.07603 3.73943  -0.7629
C: -3.89641 0.41321 -4.32558  0.6276
C: -0.37610 1.11862 3.83372  0.3490
C: 1.40102 3.74198 0.18521  -1.3190
C: -0.92517 2.78964 -4.50404  -0.8350
C: 2.78582 5.39865 1.94013  -0.7760
C: 2.26527 -0.42105 0.81263  -1.4132
C: -4.47252 1.06850 -3.24351  -0.6341
C: 5.02417 -5.30559 -4.86168  0.1724
C: 1.05943 3.12298 4.28558  -1.3397
H: 0.86051 3.12041 -0.50678  1.5658
C: 5.25304 -2.99704 2.48763  -0.3554
C: 0.97414 0.76792 -2.01377  -1.0959
H: 3.55292 6.36526 0.20363  0.3801
O: -3.58128 2.82838 2.48314  -0.8183
C: 1.96459 -2.71832 1.20550  1.0685
C: -0.70399 0.14099 2.88843  2.0562
C: -1.28056 -1.04324 3.33738  -0.7038
C: 2.20509 4.74181 -0.28663  -1.1441
H: 1.67592 0.26783 -2.67954  0.3872
C: 2.98804 -2.03362 2.77937  1.3437
N: -3.12757 -0.21746 -1.74726  0.2119
N: -4.64229 1.02724 -6.73438  -0.5590
N: 2.26713 -0.16160 -0.45311  -1.0540
C: 3.06979 -1.61194 1.26532  2.5024
C: 1.97474 -3.38282 -3.63161  0.2815
I: -8.06353 -2.53609 1.65531  0.0089
O: -1.07907 1.94520 -0.47603  -0.0484
C: 2.80507 -4.28513 -1.22112  -0.1268
H: -1.57931 -0.33790 6.64699  0.3643
C: -2.59063 -0.84514 -2.78851  -0.8841
C: -0.70703 0.95735 5.18555  -0.7768
H: 4.15341 -3.11425 4.28759  0.3955
C: 1.96228 4.37126 2.45095  1.2982
C: 4.35307 -1.81937 0.54368  -1.3243
H: 3.31599 6.03051 2.64289  0.3977
H: -2.46160 -1.08393 -4.92440  0.5906
O: -2.20702 1.34319 1.55552  0.8143
H: -7.73002 0.35461 2.69162  0.3753
C: -4.22204 -0.55669 1.34239  0.4581
H: 1.94600 -0.54821 3.36764  0.3382
C: 1.70451 -3.43313 -1.19953  0.4665
H: -2.57413 3.66918 -1.65260  0.5149

Results
Total charge = -2
Energy above the lowest of the compared OMol25 structures with the same formula, charge and spin = 313.2 kJ/mol
Frontier orbital gap = 4.8 eV
LUMO = 2.92 eV
Calculated total energy = -122189.589 eV

=====

[5]
DFT (ωB97M-V with the def2-TZVPD basis set) results for one molecule with the formula C5H6N2O in a non-equilibrium geometry.

Each line ends with the Mulliken charge.
CARTESIAN COORDINATES (ANGSTROEM)
H: -2.20132 0.40885 1.39969  0.3713
C: -0.99820 0.06912 -0.20321  -0.2099
H: 2.05015 -0.52964 -1.37722  0.3048
N: 0.34911 -0.11722 -0.36327  0.0767
C: -1.19291 0.40847 1.10221  -0.7886
H: -1.54413 -0.21756 -1.06123  0.4325
C: 0.96275 -0.39457 -1.49082  0.1652
C: 0.06223 0.20335 1.76899  -0.3414
N: 0.35515 -0.27201 -2.80526  0.0344
H: -0.51492 0.23575 -2.75544  0.1875
C: 0.96096 -0.11443 0.82228  -0.3466
H: 2.00918 0.00059 1.03093  0.3116
O: 0.50218 -0.51228 -4.14914  -0.5981
H: 0.38705 0.11230 2.78838  0.4005

Results
SMILES = [O-]/[NH+]=C/n1cccc1
Energy above the lowest of the compared OMol25 structures with the same formula, charge and spin = 454.7 kJ/mol
Frontier orbital gap (spin up / spin down) = 7.9 / 7.8 eV
LUMO (spin up / spin down) = -0.19 / -0.16 eV
Calculated total energy = -10304.891 eV

=====

- Look up the calculated total energy of the first one.
  -74624.700 eV

=====

- What is the energy above the lowest of the compared OMol25 structures with the same formula, charge and spin in the second record?
  475.8 kJ/mol

=====

- What is the formula in the fourth record?
  C54H28F4IN9O5Ti

=====

- calculated total energy of number 1 (C32H53NO2PdSi4)?
  -74624.700 eV